(1)
DFT (ωB97M-V/def2-TZVPD) results for 9 unconnected molecules or ions with the total composition C43H100N10O9 in a non-equilibrium geometry.

Geometry (Å):
C  -0.9771  -2.7324  2.3163
C  -0.6106  -2.5367  3.7531
C  0.1479  -3.8152  4.2079
C  0.4083  -1.3508  3.8771
C  -0.2099  -0.0161  4.1904
C  -1.3130  -0.0461  5.2024
C  -2.5022  -1.0479  4.9317
C  -3.2951  -1.1094  6.2372
C  -3.3703  -0.5037  3.7003
N  -1.7886  -2.3689  4.6907
O  -2.6906  -3.5054  4.6601
H  -0.1428  -2.8635  1.6272
H  -1.7725  -3.4752  2.2552
H  -1.4278  -1.7729  2.0629
H  0.8624  -4.2700  3.5217
H  0.5969  -3.7175  5.1963
H  -0.5667  -4.6281  4.3363
H  1.1922  -1.5164  4.6162
H  0.8649  -1.1932  2.9000
H  0.5579  0.6406  4.5993
H  -0.5851  0.4573  3.2831
H  -1.6286  0.9939  5.1189
H  -1.0084  -0.2477  6.2293
H  -3.7099  -0.1465  6.5352
H  -2.7430  -1.5698  7.0566
H  -4.1271  -1.8105  6.1710
H  -3.6694  -1.3399  3.0683
H  -2.8933  0.1191  2.9435
H  -4.2140  0.0360  4.1305
H  -2.2485  -4.1138  5.2566
C  1.9091  4.0727  7.9723
C  1.0848  3.0001  7.2833
C  1.4097  1.6334  7.9915
C  -0.4627  3.3037  7.6331
C  -1.2225  4.3745  6.7909
C  -0.9583  4.1792  5.2700
C  0.5568  4.1462  4.9785
C  0.6714  3.7624  3.4972
C  1.2290  5.5712  5.0091
N  1.1578  3.0884  5.8407
O  2.2724  2.5500  5.3665
H  2.1250  3.7942  9.0038
H  2.8581  4.0819  7.4363
H  1.5547  5.1031  8.0007
H  2.4943  1.6361  7.8830
H  1.1245  1.5717  9.0417
H  1.0092  0.7650  7.4685
H  -1.0023  2.3725  7.4604
H  -0.5808  3.5899  8.6782
H  -2.2770  4.4496  7.0567
H  -0.8390  5.3651  7.0350
H  -1.6069  4.9306  4.8196
H  -1.3561  3.1778  5.1054
H  0.0296  2.9052  3.2939
H  1.5571  3.4023  2.9738
H  0.3858  4.5549  2.8055
H  0.9556  6.1506  5.8909
H  0.7946  6.1714  4.2096
H  2.2970  5.5890  4.7918
H  2.7905  3.3445  5.2183
C  -1.2684  -4.7703  -1.5601
C  0.1375  -4.9118  -2.1824
C  1.1899  -4.2391  -1.2183
C  0.4917  -6.3624  -2.1332
C  -0.0457  -7.2710  -3.2779
C  0.2096  -6.5875  -4.6373
C  -0.2962  -5.1184  -4.7735
C  0.4395  -4.6238  -6.0008
C  -1.8648  -5.0118  -4.9731
N  0.1415  -4.3772  -3.5661
O  -0.0816  -2.9973  -3.5944
H  -2.0091  -5.4568  -1.9702
H  -1.2964  -4.7914  -0.4707
H  -1.7577  -3.8165  -1.7576
H  2.2317  -4.3436  -1.5211
H  1.2328  -3.1500  -1.2164
H  1.2189  -4.5673  -0.1793
H  1.4778  -6.7000  -1.8142
H  -0.0116  -6.8162  -1.2795
H  0.4882  -8.2026  -3.0905
H  -1.1252  -7.4103  -3.2208
H  -0.2730  -7.2567  -5.3497
H  1.2862  -6.6026  -4.8068
H  0.0325  -3.6256  -6.1622
H  0.0806  -5.1597  -6.8795
H  1.5177  -4.7740  -5.9443
H  -1.9649  -3.9383  -5.1332
H  -2.3612  -5.3936  -4.0810
H  -2.2244  -5.4863  -5.8861
H  -0.9736  -2.9464  -3.2432
C  -1.4761  0.7348  -3.5993
C  -1.2248  1.9366  -4.5452
C  0.1196  2.5355  -4.1686
C  -0.9900  1.3809  -5.9965
C  -2.2818  1.1420  -6.7942
C  -3.1273  2.4404  -6.7218
C  -3.3753  2.8632  -5.2959
C  -4.1040  4.2840  -5.4454
C  -4.3952  1.8234  -4.6677
N  -2.1803  3.0814  -4.5310
O  -2.3362  3.6462  -3.3467
H  -2.1275  -0.0188  -4.0417
H  -0.6048  0.1218  -3.3686
H  -1.9006  1.0188  -2.6364
H  0.3540  3.3079  -4.9011
H  0.2191  2.9350  -3.1594
H  0.8002  1.7088  -4.3723
H  -0.3734  2.0551  -6.5910
H  -0.5921  0.3664  -6.0189
H  -1.9701  0.8298  -7.7909
H  -2.7918  0.2269  -6.4931
H  -4.1096  2.4523  -7.1942
H  -2.5780  3.1834  -7.2999
H  -3.5192  5.0203  -5.9968
H  -4.2905  4.7856  -4.4959
H  -5.0400  4.1311  -5.9825
H  -4.0649  0.7947  -4.8117
H  -5.3598  1.8988  -5.1698
H  -4.6362  1.9019  -3.6076
H  -1.6815  4.3481  -3.3629
N  3.1380  -2.7712  -4.8644
C  3.2737  -1.5332  -4.3737
N  2.1968  -1.1055  -3.7079
O  4.2140  -0.7749  -4.5900
H  2.2436  -3.2326  -4.7800
H  3.9727  -3.2370  -5.1907
H  1.3814  -1.6996  -3.6613
H  2.0524  -0.1977  -3.2894
N  -2.5636  2.9209  -0.5966
C  -1.4543  2.5471  -0.0477
N  -1.7047  1.7867  0.9833
O  -0.3770  2.7344  -0.4919
H  -3.4313  2.7329  -0.1149
H  -2.5139  3.4167  -1.4751
H  -2.6673  1.6619  1.2626
H  -0.9134  1.2645  1.3315
N  4.0714  3.0045  -2.0974
C  3.6606  3.1734  -3.3355
N  3.2934  1.9815  -3.8312
O  3.5563  4.2030  -3.8732
H  4.2618  2.1286  -1.6319
H  4.1073  3.8896  -1.6123
H  2.9567  2.1923  -4.7598
H  3.6266  1.1202  -3.4223
C  6.4778  -0.5223  -0.4793
C  5.0238  -0.6384  -0.2198
O  4.6536  0.6884  -0.5057
H  6.5751  0.0529  -1.4001
H  7.1188  -1.4025  -0.4298
H  6.9261  0.0755  0.3144
H  4.8282  -1.0751  0.7595
H  4.5235  -1.2866  -0.9393
H  3.7505  0.9148  -0.2714
C  0.8834  -0.1965  -0.4492
C  1.6574  0.4839  0.7485
O  2.1580  1.6897  0.2024
H  0.3074  -1.0043  0.0020
H  1.5308  -0.6417  -1.2047
H  0.2714  0.4839  -1.0414
H  2.3764  -0.2588  1.0942
H  1.0405  0.6968  1.6215
H  1.4338  2.3197  0.2171

Results
- Frontier orbital gap: 8.293 eV
- Energy relative to the best compared isomer or geometry (same formula, charge and spin): 516.5 kJ/mol
- Total charge: 0
- SMILES: CC1(C)CCCC(C)(C)N1O.CC1(C)CCCC(C)(C)N1O.CC1(C)CCCC(C)(C)N1O.CC1(C)CCCC(C)(C)N1O.NC(N)=O.NC(N)=O.NC(N)=O.CCO.CCO
- E_HOMO: -8.12 eV

(2)
DFT (ωB97M-V/def2-TZVPD) results for a single C6H8 molecule in a non-equilibrium geometry.

Geometry (Å):
C  2.2548  -0.1914  1.5033
C  1.1527  -0.4923  0.8193
C  0.9349  -0.1934  -0.6043
C  -0.2517  0.2314  -1.0423
C  -1.4182  0.4702  -0.1657
C  -2.6498  0.1740  -0.5788
H  2.2604  -0.5009  2.5396
H  3.0583  0.4008  1.0926
H  0.2824  -0.8513  1.3573
H  1.8094  -0.1505  -1.2418
H  -0.2631  0.7684  -1.9895
H  -1.2779  1.1144  0.6966
H  -2.8519  -0.1795  -1.5861
H  -3.4697  0.0047  0.1115

Results
- Frontier orbital gap: 9.376 eV
- Energy relative to the best compared isomer or geometry (same formula, charge and spin): 156.2 kJ/mol
- Total charge: 0
- SMILES: C=C/C=C\C=C
- E_HOMO: -8.66 eV

(3)
DFT (ωB97M-V/def2-TZVPD) results for a molecular structure, C19H26N7O2Tc in a non-equilibrium geometry.

Geometry (Å):
Tc  -0.5134  -0.2794  -0.3008
C  -1.7269  1.1192  2.2350
N  -1.6719  1.0206  0.7699
C  -2.3327  1.9228  0.0746
C  -2.2904  1.7627  -1.3144
C  -2.8695  2.4458  -2.4350
C  -2.4998  1.7469  -3.5374
C  -1.6996  0.6450  -3.0902
N  -1.5683  0.6574  -1.7540
C  -0.6327  2.0112  2.7978
C  -0.8203  2.5582  4.0580
C  0.1819  3.3263  4.6338
C  1.3689  3.5549  3.9510
C  1.5537  3.0216  2.6881
C  0.5548  2.2471  2.1084
H  -1.6245  0.1108  2.6330
H  -2.7123  1.4794  2.5315
H  -2.8928  2.7103  0.5671
H  -3.4829  3.3339  -2.3952
H  -2.7645  1.9577  -4.5619
H  -1.2622  -0.1388  -3.6937
H  -1.7488  2.3933  4.5944
H  0.0292  3.7546  5.6158
H  2.1439  4.1629  4.3979
H  2.4672  3.2256  2.1442
H  0.6976  1.8844  1.0951
N  0.7113  -1.0481  1.3808
C  0.1610  -1.9721  2.4214
C  -0.6397  -3.1167  1.8331
N  -1.9577  -2.6626  1.2814
H  1.5180  -1.5008  0.9521
H  1.0946  -0.2253  1.8579
H  -0.4529  -1.3904  3.1070
H  0.9761  -2.3851  3.0137
H  -0.8249  -3.8616  2.6047
H  -0.1020  -3.6094  1.0216
H  -2.4539  -2.0835  1.9619
H  -2.5641  -3.4600  1.0670
C  3.5133  -1.9463  -4.1978
N  2.5954  -1.3485  -3.2199
C  2.8382  -0.0419  -2.6044
C  1.6836  0.0168  -1.6533
O  1.3250  0.8990  -0.8495
N  0.9302  -1.1038  -1.7419
C  1.5159  -1.9062  -2.6934
N  1.0363  -3.0936  -3.0106
H  3.9664  -1.1487  -4.7805
H  2.9699  -2.5873  -4.8902
H  4.2948  -2.5183  -3.7000
H  2.7844  0.7672  -3.3372
H  3.8050  0.0215  -2.1007
H  0.1423  -3.3933  -2.6559
H  1.4715  -3.6637  -3.7200
O  -2.4057  -2.4085  -1.0104
C  -1.8158  -1.8628  -0.1501

Results
- ⟨S²⟩: 3.8175
- Frontier orbital gap (spin up / spin down): 7.533 / 5.019 eV
- Energy relative to the best compared isomer or geometry (same formula, charge and spin): 0.0 kJ/mol
- 2S+1: 4
- Total charge: +3
- E_HOMO (spin up / spin down): -16.82 / -16.81 eV

Q: Among the records above, which one has the lowest energy relative to the best compared isomer or geometry (same formula, charge and spin)?
A: C19H26N7O2Tc

Q: Which of these has the highest total charge?
A: C19H26N7O2Tc

Q: Which of these has the highest total charge?
A: C19H26N7O2Tc

Q: Which formula does entry 1 have?
A: C43H100N10O9